132
Properties=species:S:1:pos:R:3 method="wB97M-V/def2-TZVPD" energy_ev=-118484.3106 lumo_energy_ev=-1.8 smiles="CCCCCCCCCCC[C@@]1(I)CC(=O)O[C@H]1S(=O)(=O)F.O=C1C=CC(=O)C=C1.O=C1C=CC(=O)C=C1.O=C1C=CC(=O)C=C1.O=C1C=CC(=O)C=C1.O=C1C=CC(=O)C=C1.O=C1C=CC(=O)C=C1.O=C1C=CC(=O)C=C1" e_homo_ev=-10.09 homo_lumo_gap_ev=8.3
C 9.845 -2.598 0.844
C 9.337 -1.359 0.107
C 8.012 -0.849 0.696
C 7.850 0.671 0.520
C 6.540 1.091 -0.129
C 5.342 1.076 0.807
C 4.109 1.600 0.070
C 2.792 1.346 0.833
C 1.620 1.023 -0.100
C 0.271 1.366 0.572
C -0.627 0.171 0.858
C -1.562 -0.292 -0.283
I -1.585 0.841 -2.109
C -1.341 -1.772 -0.654
C -2.730 -2.275 -1.087
O -3.066 -3.368 -1.500
O -3.628 -1.231 -0.867
C -3.048 -0.415 0.103
S -3.450 -1.202 1.740
O -4.043 -0.169 2.520
O -4.243 -2.365 1.538
F -2.153 -1.663 2.463
H 10.049 -2.339 1.878
H 9.093 -3.381 0.816
H 10.760 -2.975 0.397
H 9.224 -1.606 -0.945
H 10.090 -0.582 0.217
H 8.016 -1.125 1.748
H 7.222 -1.398 0.186
H 8.656 1.006 -0.129
H 7.989 1.173 1.473
H 6.357 0.489 -1.017
H 6.662 2.119 -0.471
H 5.541 1.762 1.629
H 5.151 0.077 1.192
H 4.068 1.162 -0.920
H 4.215 2.678 -0.024
H 2.954 0.494 1.492
H 2.574 2.238 1.408
H 1.742 1.651 -0.982
H 1.654 -0.017 -0.416
H -0.246 2.164 0.052
H 0.530 1.775 1.544
H -0.047 -0.686 1.179
H -1.257 0.443 1.704
H -1.130 -2.392 0.214
H -0.699 -1.967 -1.504
H -3.607 0.511 0.127
C -1.378 5.806 -6.540
C -0.604 5.703 -5.463
C -0.535 4.441 -4.685
O 0.170 4.342 -3.703
C -1.360 3.302 -5.155
C -2.134 3.402 -6.232
C -2.204 4.665 -7.011
O -2.906 4.759 -7.992
H -1.445 6.717 -7.122
H 0.006 6.522 -5.105
H -1.289 2.395 -4.570
H -2.742 2.581 -6.589
C -4.316 2.718 3.852
C -5.102 2.939 4.902
C -5.155 4.271 5.554
O -5.871 4.482 6.509
C -4.295 5.345 4.990
C -3.509 5.121 3.941
C -3.462 3.788 3.289
O -2.747 3.584 2.327
H -4.264 1.757 3.359
H -5.734 2.170 5.322
H -4.348 6.309 5.480
H -2.875 5.888 3.514
C -4.436 -8.799 -3.607
C -5.286 -8.268 -4.482
C -5.522 -6.803 -4.536
O -6.297 -6.320 -5.332
C -4.773 -5.954 -3.576
C -3.923 -6.485 -2.701
C -3.687 -7.949 -2.648
O -2.911 -8.433 -1.852
H -4.250 -9.864 -3.551
H -5.841 -8.870 -5.191
H -4.957 -4.889 -3.630
H -3.370 -5.880 -1.994
C 10.413 4.640 1.566
C 11.405 4.986 2.382
C 11.286 4.818 3.853
O 12.187 5.134 4.597
C 10.018 4.249 4.376
C 9.027 3.904 3.559
C 9.146 4.072 2.089
O 8.245 3.755 1.345
H 10.479 4.754 0.491
H 12.337 5.402 2.021
H 9.952 4.134 5.450
H 8.095 3.488 3.920
C 2.351 0.782 -5.262
C 3.134 0.695 -4.190
C 3.231 -0.566 -3.411
O 3.944 -0.654 -2.435
C 2.422 -1.721 -3.871
C 1.640 -1.633 -4.941
C 1.543 -0.375 -5.724
O 0.831 -0.296 -6.701
H 2.265 1.690 -5.846
H 3.732 1.525 -3.837
H 2.509 -2.629 -3.288
H 1.043 -2.466 -5.292
C -7.836 0.482 1.682
C -8.337 0.690 0.467
C -8.938 1.996 0.096
O -9.396 2.187 -1.009
C -8.957 3.061 1.131
C -8.455 2.853 2.346
C -7.856 1.547 2.715
O -7.393 1.357 3.819
H -7.392 -0.462 1.975
H -8.333 -0.072 -0.301
H -9.398 4.006 0.839
H -8.459 3.616 3.115
C -5.284 -6.473 5.100
C -5.938 -7.402 4.409
C -6.285 -7.197 2.979
O -6.883 -8.044 2.351
C -5.872 -5.918 2.353
C -5.217 -4.987 3.043
C -4.871 -5.193 4.471
O -4.271 -4.349 5.102
H -5.022 -6.603 6.143
H -6.248 -8.342 4.847
H -6.133 -5.789 1.310
H -4.908 -4.046 2.602